Record 1
Computed, not measured: C20H47NO2P3W as an isolated structure at a distorted geometry, with wB97M-V/def2-TZVPD.

As for the energy above the lowest of the compared OMol25 structures with the same formula, charge and spin: 0.00 kcal/mol. As for the LUMO energy (spin up / spin down): -12.73 / -13.03 eV. The charge is +3. The value obtained for the gap between HOMO and LUMO (spin up / spin down) is 0.191 / 0.179 Ha. The expectation value of S² is 2.02. The spin multiplicity is 3. The calculation puts the HOMO energy (spin up / spin down) at -17.9112 / -17.8850 eV.

Cartesian coordinates (Å):
1 W 0.31 0.11 -1.00
2 P 0.02 -2.28 -1.24
3 P 0.03 2.43 -0.98
4 P -0.38 -0.26 3.74
5 O -0.91 -0.30 2.33
6 O 3.11 -0.52 0.28
7 N -0.14 0.09 -3.10
8 C 1.40 0.02 3.82
9 C -1.91 4.55 -1.12
10 C 1.41 -3.39 -0.64
11 C -1.90 -4.37 -1.57
12 C -1.78 3.18 1.03
13 C 0.22 -2.36 -3.06
14 C 1.53 -3.39 0.88
15 C 1.38 -4.82 -1.20
16 C 0.37 1.35 -3.68
17 C 2.05 -0.24 -0.21
18 C 1.32 5.00 -0.73
19 C 1.80 3.27 1.06
20 C -1.62 -3.06 -0.84
21 C -1.15 1.04 4.74
22 C -1.83 -3.17 0.67
23 C 0.57 -1.06 -3.74
24 C 1.46 3.51 -0.42
25 C -1.60 3.18 -0.49
26 C -0.02 2.54 -2.82
27 C -0.71 -1.79 4.64
28 H 1.04 -3.06 -3.28
29 H -0.43 -1.67 5.69
30 H 2.52 -3.80 1.15
31 H 1.65 -0.83 -3.76
32 H -1.84 -4.28 -2.66
33 H 2.19 2.26 1.23
34 H 0.93 3.42 1.71
35 H 1.47 -2.38 1.32
36 H -2.31 -2.29 -1.23
37 H -0.62 1.99 4.58
38 H 1.45 1.26 -3.84
39 H 1.85 -0.15 2.83
40 H 1.60 1.04 4.14
41 H 0.66 -5.45 -0.66
42 H -1.77 -2.03 4.57
43 H -1.09 0.76 5.80
44 H 0.66 3.37 -3.08
45 H 1.15 -4.85 -2.28
46 H -0.70 -2.80 -3.48
47 H -2.89 -3.38 0.85
48 H 2.58 3.99 1.37
49 H -1.03 2.88 -3.09
50 H -2.19 1.14 4.44
51 H -2.31 2.45 -0.92
52 H 2.29 3.11 -1.03
53 H 0.21 -1.08 -4.78
54 H -0.11 1.45 -4.66
55 H -1.24 5.34 -0.76
56 H 2.30 -2.88 -1.05
57 H -1.23 -5.18 -1.25
58 H -0.12 -2.61 4.20
59 H 0.77 -4.03 1.35
60 H 0.59 5.49 -0.08
61 H -1.56 2.20 1.47
62 H -1.58 -2.24 1.21
63 H -2.82 3.44 1.26
64 H 0.51 0.79 0.50
65 H 2.30 5.48 -0.54
66 H 1.07 5.20 -1.78
67 H -2.93 -4.68 -1.32
68 H 2.37 -5.26 -1.07
69 H -2.94 4.83 -0.83
70 H -1.15 3.94 1.52
71 H 1.85 -0.68 4.54
72 H -1.26 -4.00 1.10
73 H -1.06 -0.01 -3.54
74 H -1.87 4.53 -2.21

Atomic partial charges in e from the Löwdin method, atoms 1 to 5: W 1.29; P 0.95; P 0.91; P 0.55; O -0.43



Record 2
Computed, not measured: a 3-piece molecular cluster, C12H29F4O8P2S overall at a distorted geometry, with wB97M-V/def2-TZVPD.

As for the LUMO energy: -4.48 eV. The charge is +1. The value obtained for the gap between HOMO and LUMO is 0.254 Ha. The calculation puts the HOMO energy at -11.3948 eV.

Cartesian coordinates (Å):
1 S -2.22 2.84 -3.18
2 P 2.00 1.58 4.77
3 P -0.36 -3.87 -1.65
4 F -2.18 2.74 -0.46
5 F -4.35 1.26 -0.10
6 F -3.67 0.37 -2.10
7 F -3.83 3.91 -1.43
8 O 0.29 -5.35 -2.21
9 O -0.17 -3.17 -3.13
10 O 2.17 0.07 5.37
11 O 2.89 1.79 3.55
12 O 0.66 1.11 3.80
13 O -0.79 -2.34 -1.02
14 O 3.16 2.12 5.89
15 O -1.76 -4.46 -1.50
16 C -2.06 -1.81 -1.36
17 C 1.56 -1.07 4.79
18 C 0.40 -6.38 -1.22
19 C 1.02 3.04 -0.71
20 C -3.08 2.72 -1.51
21 C -4.13 1.52 -1.46
22 C 0.06 2.15 3.05
23 C 0.06 -3.92 -4.31
24 C 0.00 0.99 -1.90
25 C 4.52 1.78 5.67
26 C 0.50 2.48 -2.14
27 C -0.51 3.47 -2.87
28 H 0.93 -6.01 -0.35
29 H -0.49 0.89 -0.87
30 H -2.06 -0.75 -1.08
31 H -0.67 -4.71 -4.43
32 H -0.59 -6.74 -0.93
33 H 0.94 0.34 -1.82
34 H 0.38 3.91 -0.34
35 H -0.61 0.53 -2.73
36 H 4.63 0.72 5.43
37 H 0.95 -7.21 -1.65
38 H -5.13 1.87 -1.88
39 H 1.01 2.22 0.07
40 H 0.48 -1.05 4.97
41 H 1.08 -4.33 -4.30
42 H 2.08 3.42 -0.77
43 H 0.73 2.48 2.25
44 H -0.19 2.99 3.70
45 H -2.21 1.56 -3.74
46 H 5.08 1.99 6.59
47 H -0.86 1.77 2.59
48 H 1.45 2.41 -2.78
49 H 1.77 -1.14 3.72
50 H -2.84 -2.31 -0.78
51 H 1.96 -1.96 5.27
52 H -2.26 -1.90 -2.43
53 H 4.94 2.40 4.87
54 H -0.63 4.39 -2.20
55 H -0.05 3.86 -3.83
56 H -0.02 -3.24 -5.16

Atomic partial charges in e from the Löwdin method, atoms 1 to 5: S 1.21; P 0.75; P 0.75; F 0.09; F 0.07



Record 3
Computed, not measured: a 2-piece molecular cluster, C5H14 overall at a distorted geometry, with wB97M-V/def2-TZVPD.

As for the energy above the lowest of the compared OMol25 structures with the same formula, charge and spin: 30.62 kcal/mol. As for the LUMO energy: 1.13 eV. The value obtained for the gap between HOMO and LUMO is 0.434 Ha. The calculation puts the HOMO energy at -10.6706 eV. Its SMILES is CCC.CC.

Cartesian coordinates (Å):
1 C -2.29 1.17 -1.61
2 C 2.28 -0.13 0.65
3 C -0.93 0.76 -1.21
4 C 0.26 -1.61 1.19
5 C 0.88 -0.23 1.30
6 H -0.90 0.05 -0.43
7 H 1.01 -0.08 2.39
8 H 1.11 -2.39 0.83
9 H 2.10 -0.29 -0.50
10 H 2.96 -0.90 1.04
11 H -0.03 -1.92 2.19
12 H 2.77 0.94 0.56
13 H -0.49 0.19 -2.00
14 H -2.38 1.57 -2.66
15 H 0.21 0.71 1.18
16 H -0.64 -1.72 0.61
17 H -2.64 1.94 -0.99
18 H -3.10 0.39 -1.54
19 H -0.18 1.55 -1.00

Atomic partial charges in e from the Löwdin method, atoms 1 to 5: C -0.17; C -0.15; C -0.19; C -0.14; C -0.38



Record 4
Computed, not measured: C3H3N4 as an isolated structure at a distorted geometry, with wB97M-V/def2-TZVPD.

As for the energy above the lowest of the compared OMol25 structures with the same formula, charge and spin: 49.86 kcal/mol. As for the LUMO energy (spin up / spin down): -6.95 / -6.95 eV. The charge is +1. The value obtained for the gap between HOMO and LUMO (spin up / spin down) is 0.361 / 0.361 Ha. The calculation puts the HOMO energy (spin up / spin down) at -16.7810 / -16.7808 eV.

Cartesian coordinates (Å):
1 N 2.98 1.34 0.39
2 N 0.30 -2.13 0.22
3 N 1.51 -1.95 0.03
4 N -0.77 0.03 0.53
5 C 1.43 -0.65 -0.64
6 C 0.03 -0.77 -0.09
7 C 2.37 0.50 -0.06
8 H 1.59 -0.73 -1.71
9 H -1.52 -0.35 1.10
10 H -0.67 1.04 0.48

Atomic partial charges in e from the Löwdin method, atoms 1 to 5: N 0.20; N 0.19; N 0.18; N 0.33; C -0.13



no.,electronic energy (eV)
1,-56750.8237
2,-69563.3805
3,-5410.7219
4,-9108.3924